Entry 1:
{
  "formula": "C2H2N4O2",
  "method": "wB97M-V/def2-TZVPD",
  "orbital_gap_ha": 0.360,
  "e_lumo_ev": -0.36,
  "max_force_ev_per_a": 5.93,
  "relative_energy_kcal_mol": 163.8,
  "smiles": "O/N=C\\c1nnon1",
  "e_homo_ha": -0.3729,
  "elements": ["C", "C", "H", "H", "N", "N", "N", "N", "O", "O"],
  "xyz": [[1.1473, 1.1259, 0.1245], [-0.2029, 0.4068, 0.0223], [3.0736, -1.1221, 0.0940], [1.3149, 2.2793, 0.4605], [2.2746, 0.3811, 0.0569], [-1.4065, 1.0359, -0.1720], [-2.3558, 0.1918, -0.1597], [-0.3560, -0.9044, 0.1344], [2.0653, -0.9234, -0.2449], [-1.7089, -0.9870, 0.1884]],
  "atomic_forces_ev_per_a": [[2.3013, -1.0743, 0.5714], [1.5390, 0.2869, -0.2019], [-3.6876, -0.7388, -1.7302], [-0.7611, -3.2059, -1.1418], [-3.9924, 4.3721, 0.2726], [-0.9657, 0.8278, -0.6193], [3.3701, 0.1742, 1.4848], [-1.5590, 2.1100, 0.9544], [4.8895, -0.7378, 1.7416], [-1.1340, -2.0142, -1.3317]]
}

=====

Entry 2:
{
  "formula": "C21H15NO5",
  "method": "wB97M-V/def2-TZVPD",
  "orbital_gap_ha": 0.264,
  "e_lumo_ev": -0.83,
  "max_force_ev_per_a": 4.87,
  "relative_energy_kcal_mol": 130.2,
  "smiles": "COc1cc2c(C#CCO)c(-c3ccc(C#N)cc3)oc(=O)c2cc1OC",
  "e_homo_ha": -0.2943,
  "elements": ["N", "O", "C", "C", "C", "O", "O", "O", "O", "C", "C", "C", "C", "C", "C", "C", "C", "C", "C", "C", "C", "C", "C", "C", "C", "C", "C", "H", "H", "H", "H", "H", "H", "H", "H", "H", "H", "H", "H", "H", "H", "H"],
  "xyz": [[-3.4658, 4.1774, -6.0100], [-3.1161, -1.2239, 1.8389], [-3.0954, 3.5368, -5.0874], [1.0512, 0.7907, -1.0018], [1.7836, 1.4260, -1.7250], [-2.4273, -0.2755, -0.1491], [1.0946, -3.6357, 3.5409], [3.0989, -2.1015, 2.5858], [2.0310, 3.3680, -2.9347], [-2.2114, -0.8363, 1.0721], [-1.3757, 0.3761, -0.7854], [-0.0330, 0.2780, -0.2347], [-1.5462, 3.2411, -3.2087], [-3.2040, 1.5259, -3.8006], [-1.1038, 2.4284, -2.1741], [-2.7468, 0.7730, -2.7852], [-0.6114, -2.2567, 2.4403], [1.4722, -0.7767, 1.4485], [-2.6511, 2.7928, -3.9424], [0.6921, -2.6591, 2.7500], [1.7335, -1.8692, 2.2628], [-1.7265, 1.2032, -1.9129], [-0.8982, -1.1957, 1.5168], [0.1797, -0.5315, 0.9507], [0.1477, -4.4829, 4.2007], [3.3780, -1.4724, 3.8271], [2.7433, 2.2212, -2.5217], [2.0969, 4.0478, -2.2883], [-1.2431, 4.2150, -3.2910], [-4.0713, 1.2483, -4.4944], [-0.3776, 2.7925, -1.4201], [-3.3441, -0.1162, -2.6436], [-1.4429, -2.7490, 2.8578], [2.3752, -0.4209, 0.9336], [0.5222, -5.0878, 5.0862], [-0.1033, -5.1794, 3.4719], [-0.8341, -3.9842, 4.5289], [4.3923, -0.9945, 3.7815], [2.8149, -0.5820, 4.1276], [3.3739, -2.1623, 4.5688], [3.0202, 1.5759, -3.3823], [3.6275, 2.5752, -1.9976]],
  "atomic_forces_ev_per_a": [[1.1625, -2.0989, 2.8482], [0.6763, 1.6571, -2.7948], [-1.2705, 2.6898, -2.7405], [0.0568, 0.9981, -0.3342], [0.9237, -0.7861, 1.0867], [0.5050, 0.7535, 0.2180], [0.1339, -1.1778, 2.0742], [-2.3014, 0.6474, -0.2335], [-0.2159, -0.2713, -1.8697], [-2.6387, -2.7377, 3.0353], [3.8324, -0.5306, 2.6827], [-3.6636, -0.0651, -1.5315], [-1.7964, -2.5646, 0.9196], [-1.3827, 1.1796, -1.6101], [0.1215, 0.2815, 1.2042], [-0.4872, -1.1921, 1.1826], [0.2254, 0.7734, -0.7528], [0.7850, -1.4477, -1.0043], [0.8533, 0.2176, -1.4800], [-0.9083, 1.3795, -0.3256], [1.3928, 1.3992, -0.6314], [-0.7827, -0.1864, -1.3415], [2.8029, -0.5230, 0.0927], [0.7326, 0.0793, -0.1768], [-1.2461, 0.6052, 1.4072], [2.1209, 2.8128, -1.3540], [-0.9867, -0.4652, -0.0443], [0.1964, 0.6826, 0.8720], [1.0669, 2.1353, -0.4716], [1.4842, 0.1716, 1.2702], [-0.4859, -0.1949, -0.9207], [0.5672, -0.4748, 0.5466], [-0.8245, -0.5813, 0.4039], [-0.5634, 0.4922, 0.3568], [0.3176, 1.3744, -1.1258], [-0.8526, -1.5640, -1.2241], [1.6436, -0.2599, -0.4124], [-0.4524, -0.8813, -0.2133], [-0.8497, -0.4169, -0.5479], [-0.1205, -2.0971, 2.4207], [0.0335, 0.8717, 0.2122], [0.1950, -0.6849, 0.3066]]
}

=====

Entry 3:
{
  "formula": "CH5N4O2",
  "method": "wB97M-V/def2-TZVPD",
  "orbital_gap_ha": [0.279, 0.325],
  "e_lumo_ev": [-6.04, -5.42],
  "charge": 1,
  "max_force_ev_per_a": 3.09,
  "relative_energy_kcal_mol": 125.9,
  "e_homo_ha": [-0.5014, -0.5245],
  "elements": ["C", "N", "N", "N", "N", "O", "O", "H", "H", "H", "H", "H"],
  "xyz": [[0.1409, -0.2090, -0.4873], [-2.5876, 1.4094, 0.4408], [-1.4078, 1.3344, 0.2580], [0.6360, -0.6131, 0.6942], [0.9548, -0.1563, -1.5370], [-3.5874, 0.8376, 0.4228], [2.0007, -1.0654, 0.7970], [-0.6223, 1.8900, 0.6373], [0.1325, -0.8457, 1.5168], [0.6398, 0.2340, -2.4402], [1.8406, -0.7489, -1.3486], [1.8598, -2.0670, 1.0462]],
  "atomic_forces_ev_per_a": [[0.6334, 0.3122, 0.9423], [1.5838, 0.8369, 1.2450], [0.9916, -0.8125, -0.7747], [1.0796, 0.0544, -1.8401], [0.4004, -1.3010, 1.4398], [-0.8457, -0.4793, -0.6528], [-1.6777, -2.5570, 0.4297], [-1.3135, 0.3474, -0.1249], [-0.7973, 0.1526, 0.4034], [0.5546, -0.7040, 0.8850], [-1.4400, 1.5965, -1.2105], [0.8308, 2.5539, -0.7423]]
}